Entry 1:
A molecular structure, C32H27N4NiOP2SSe2, computed with ωB97M-V with the def2-TZVPD basis set.

The geometry in ORCA input format:
```
! RIJCOSX wB97M-V def2-TZVPD def2/J DEFGRID3
* xyz -2 2
Ni -3.0686 -2.6438 -0.0521
Se 3.4959 -1.8932 2.1684
P 2.6856 -1.0685 0.3865
C 3.8133 -1.4549 -1.0251
C 4.6208 -0.5055 -1.6422
C 5.5302 -0.8724 -2.6413
C 5.6370 -2.1897 -3.0253
C 4.8420 -3.1484 -2.4089
C 3.9436 -2.7907 -1.4069
C 2.6852 0.7645 0.4301
C 2.9728 1.4242 1.6136
C 3.0611 2.8192 1.6401
C 2.8611 3.5544 0.4877
C 2.5544 2.9045 -0.6952
C 2.4669 1.5123 -0.7145
C 1.0558 -1.6821 -0.0443
C -0.2779 -1.2517 -0.1978
N -1.0465 -2.3538 -0.3998
N -0.2203 -3.4068 -0.4395
N 1.0443 -3.0236 -0.2132
P -1.0521 0.3339 -0.2505
Se -3.1574 0.3828 -0.3838
C -0.4713 1.1844 1.2515
C -0.7364 0.5127 2.4464
C -0.4264 1.1173 3.6601
C 0.1380 2.3907 3.6914
C 0.3985 3.0574 2.5059
C 0.1015 2.4504 1.2832
C -0.3493 1.1557 -1.7325
C -0.6154 2.4888 -2.0071
C -0.1735 3.0700 -3.1954
C 0.4976 2.3045 -4.1398
C 0.7247 0.9688 -3.8930
C 0.3023 0.3960 -2.6862
H 4.5713 0.5283 -1.3386
H 6.1513 -0.1170 -3.1096
H 6.3397 -2.4750 -3.8014
H 4.9214 -4.1882 -2.7034
H 3.3135 -3.5315 -0.9313
H 3.1425 0.8307 2.5066
H 3.2802 3.3251 2.5745
H 2.9297 4.6378 0.5114
H 2.3708 3.4686 -1.6044
H 2.2376 1.0129 -1.6429
H -1.2224 -0.4649 2.4271
H -0.6389 0.5882 4.5835
H 0.3736 2.8607 4.6415
H 0.8518 4.0445 2.5236
H 0.3342 2.9665 0.3612
H -1.1985 3.0660 -1.3016
H -0.3842 4.1156 -3.3960
H 0.8208 2.7494 -5.0766
H 1.2273 0.3562 -4.6342
H 0.4758 -0.6565 -2.4880
O -5.1733 -2.2362 0.0835
N -5.5253 -1.5383 1.1414
C -6.6659 -0.8034 1.0624
C -7.1314 -0.0287 2.0960
C -6.3862 0.0100 3.2811
C -5.2347 -0.7255 3.3642
C -4.7385 -1.5396 2.3003
S -3.3001 -2.4434 2.3463
H -7.1587 -0.8926 0.1045
H -8.0462 0.5359 1.9666
H -6.7105 0.6234 4.1205
H -4.6313 -0.7123 4.2618
C -3.2404 -4.6830 -0.5896
H -2.9095 -4.9012 -1.6243
H -4.2847 -5.0283 -0.4766
H -2.5983 -5.2621 0.0905
*
```

Values from the calculation:
HOMO (alpha / beta) ... 0.745 / 0.992 eV
LUMO energy (alpha / beta) ... 3.939 / 3.939 eV
ΔE to the lowest compared entry with this formula, charge and spin ... 63.52 kJ/mol
Expectation value of S² ... 0.7644
Energy ... -8921.90354 Ha
Gap between HOMO and LUMO (alpha / beta) ... 3.19 / 2.95 eV

Löwdin atomic charge list, values in e, 2 entries: atom 1 (Ni): -0.05, atom 2 (Se): 0.21

Entry 2:
3 unconnected molecules or ions with the total composition C21H26F6N3O3, computed with ωB97M-V with the def2-TZVPD basis set.

The geometry in ORCA input format:
```
! RIJCOSX wB97M-V def2-TZVPD def2/J DEFGRID3
* xyz 1 1
C 0.9370 -3.2720 1.3764
C 0.8931 -3.4288 -0.2550
O 1.8075 -2.5284 -0.9884
C 0.9835 -1.4998 -1.7018
C -0.0260 -0.6082 -0.7670
C -1.0070 0.5211 -1.4381
C -2.0249 1.3320 -0.3929
F -1.2234 1.9954 0.7018
F -2.9187 2.2732 -1.1093
C -2.9898 0.1330 0.2621
C -3.0734 -0.2208 1.8608
C -4.0622 -1.4919 2.3064
C -4.9403 -2.3870 1.2174
C -4.8593 -2.0231 -0.3846
C -5.6322 -2.8230 -1.5974
F -5.7911 -1.9277 -2.8036
F -4.7246 -3.9340 -2.0707
F -6.9976 -3.2992 -1.2470
C -3.8720 -0.7543 -0.8205
C -0.9587 0.7499 -3.0607
C 0.1152 -0.2193 -3.8998
N 1.0114 -1.2586 -3.1949
F 1.8353 -1.9832 -4.0294
H 0.9919 -2.1717 1.7711
H 1.8614 -3.8971 1.7978
H -0.0606 -3.7373 1.7941
H -0.2288 -3.3901 -0.6567
H 1.2586 -4.5380 -0.4968
H -0.0453 -0.7817 0.3907
H -2.4402 0.3667 2.6650
H -4.1605 -1.8458 3.4390
H -5.6156 -3.3114 1.5303
H -3.7800 -0.5087 -1.9819
H -1.6666 1.5236 -3.5942
H 0.1458 -0.0887 -5.0766
C 2.1623 4.8385 -3.9913
C 1.2055 3.8729 -3.3488
O 0.1140 3.6061 -3.8474
N 1.5767 3.2839 -2.1763
C 2.8023 3.4605 -1.4349
H 1.7248 5.2233 -4.9168
H 2.3500 5.6819 -3.3215
H 3.0988 4.3305 -4.2373
H 0.8787 2.6475 -1.8080
H 3.2878 2.4854 -1.3456
H 2.5453 3.8256 -0.4373
H 3.4828 4.1636 -1.9162
C 3.0623 1.0214 3.1768
C 2.1055 0.0558 3.8193
O 1.0140 -0.2109 3.3207
N 2.4767 -0.5332 4.9918
C 3.7023 -0.3565 5.7332
H 2.6248 1.4063 2.2513
H 3.2500 1.8649 3.8466
H 3.9988 0.5135 2.9308
H 1.7787 -1.1695 5.3601
H 4.1878 -1.3316 5.8225
H 3.4453 0.0086 6.7308
H 4.3828 0.3466 5.2519
*
```

Values from the calculation:
HOMO ... -11.767 eV
LUMO energy ... -5.286 eV
ΔE to the lowest compared entry with this formula, charge and spin ... 1922.44 kJ/mol
Energy ... -1804.01408 Ha
Gap between HOMO and LUMO ... 6.48 eV

Löwdin atomic charge list, values in e, 2 entries: atom 1 (C): -0.08, atom 2 (C): -0.23

Entry 3:
A molecular structure, C20H24N6NiO4S4, computed with ωB97M-V with the def2-TZVPD basis set.

The geometry in ORCA input format:
```
! RIJCOSX wB97M-V def2-TZVPD def2/J DEFGRID3
* xyz 0 3
Ni 0.6902 0.4653 -0.3340
C -0.9161 0.8798 2.3714
C -1.7310 -0.1212 1.5593
N -0.8970 -0.8212 0.5839
C -0.2201 -2.0405 1.0583
C 0.9780 -1.7785 1.9669
S 2.1495 -0.5586 1.2737
C 2.1563 0.7452 2.5488
C 1.2735 1.9667 2.2563
N 0.0512 1.5925 1.5296
H -1.5864 1.5749 2.8782
H -0.3647 0.3599 3.1520
H -2.2243 -0.8216 2.2396
H -2.5111 0.4068 1.0102
H -1.4741 -1.0851 -0.2044
H -0.9152 -2.6939 1.5947
H 0.1238 -2.5639 0.1714
H 0.6877 -1.4426 2.9612
H 1.5272 -2.7101 2.0863
H 1.8959 0.2564 3.4872
H 3.1914 1.0718 2.6302
H 1.0465 2.4638 3.2051
H 1.8319 2.6566 1.6374
H -0.3778 2.4180 1.1333
C -1.0743 3.6164 -1.7852
C -1.1317 2.2371 -2.3424
N -0.5097 1.1784 -1.8717
C -0.7853 0.1307 -2.7246
C -1.6007 0.5675 -3.7236
N -1.7986 1.8977 -3.4647
C -2.2895 -0.0457 -4.8919
O -2.1312 -1.3325 -5.0671
O -2.9772 0.6619 -5.5919
C -0.1018 -1.1755 -2.5026
O -0.4169 -2.1465 -3.2100
O 0.7619 -1.1718 -1.5710
H -0.4093 3.6286 -0.9248
H -2.0646 3.9731 -1.4941
H -0.6648 4.3065 -2.5240
H -2.3596 2.4871 -4.0615
H -1.5356 -1.7315 -4.3542
S 7.0118 0.0827 -3.5697
C 5.4899 0.4782 -3.0520
S 5.1979 1.6557 -1.8069
C 3.4732 1.3523 -1.8551
N 3.1511 0.4732 -2.7338
N 4.2691 0.0000 -3.4160
C 3.9902 -1.0203 -4.3879
C 2.9718 -1.9239 -4.1097
C 2.6499 -2.8996 -5.0414
C 3.3430 -2.9788 -6.2421
C 4.3465 -2.0600 -6.5136
C 4.6711 -1.0713 -5.5938
S 2.3833 2.1885 -0.7954
H 2.4164 -1.8369 -3.1846
H 1.8437 -3.5908 -4.8261
H 3.0957 -3.7466 -6.9657
H 4.8800 -2.0995 -7.4552
H 5.4388 -0.3473 -5.8177
*
```

Values from the calculation:
HOMO (alpha / beta) ... -7.225 / -7.223 eV
LUMO energy (alpha / beta) ... -0.200 / -0.200 eV
Expectation value of S² ... 2.0062
Energy ... -4507.22579 Ha
Gap between HOMO and LUMO (alpha / beta) ... 7.02 / 7.02 eV

Löwdin atomic charge list, values in e, 2 entries: atom 1 (Ni): 0.32, atom 2 (C): -0.18

Entry 4:
A single C3H10N2 molecule, computed with ωB97M-V with the def2-TZVPD basis set.

The geometry in ORCA input format:
```
! RIJCOSX wB97M-V def2-TZVPD def2/J DEFGRID3
* xyz 0 1
N 0.4249 2.5137 -0.3590
C -0.3517 1.2820 -0.4936
C 0.3619 0.0450 0.0816
C -0.4886 -1.2353 0.0330
N 0.0692 -2.2590 0.9297
H 1.3099 2.5635 -0.8346
H 0.4856 2.7478 0.6234
H -0.5600 1.0858 -1.5446
H -1.2503 1.4506 0.1023
H 1.2773 -0.0727 -0.5112
H 0.6734 0.1730 1.1171
H -0.4141 -1.5266 -1.0264
H -1.5030 -1.0075 0.2592
H -0.6954 -2.8638 1.2193
H 0.6608 -2.8965 0.4037
*
```

Values from the calculation:
HOMO ... -8.771 eV
LUMO energy ... 1.120 eV
ΔE to the lowest compared entry with this formula, charge and spin ... 43.10 kJ/mol
Energy ... -229.79284 Ha
Structure (SMILES) ... NCCCN
Gap between HOMO and LUMO ... 9.89 eV

Löwdin atomic charge list, values in e, 2 entries: atom 1 (N): -0.02, atom 2 (C): -0.30

Entry 5:
A molecular structure, C26H26AlN7OS, computed with ωB97M-V with the def2-TZVPD basis set.

The geometry in ORCA input format:
```
! RIJCOSX wB97M-V def2-TZVPD def2/J DEFGRID3
* xyz 2 1
Al -0.0575 0.7671 0.0019
N 1.0212 2.3458 -3.7960
C 0.8752 2.3011 -2.4894
N 0.8463 1.1885 -1.7895
C 0.9504 -0.0511 -2.4708
N 1.0020 -1.1545 -1.7978
N 0.9883 -0.8262 -0.4526
C 1.9482 -1.1980 0.2942
C 2.1583 -0.3443 1.4708
C 3.0310 -0.6323 2.4969
C 3.2522 0.3422 3.4661
C 2.5974 1.5557 3.3605
C 1.7184 1.7609 2.3065
N 1.5064 0.8377 1.3712
C 1.0262 -0.0457 -3.9218
C 1.0699 -1.2230 -4.6722
C 1.1680 -1.1530 -6.0451
C 1.2294 0.0857 -6.6867
C 1.1878 1.2600 -5.9618
C 1.0839 1.1812 -4.5803
H 1.0588 3.2471 -4.2522
H 0.7726 3.2490 -1.9754
H 2.6629 -1.9528 -0.0197
H 3.5300 -1.5909 2.5357
H 3.9329 0.1526 4.2850
H 2.7565 2.3444 4.0819
H 1.1671 2.6864 2.2094
H 1.0287 -2.1746 -4.1613
H 1.2027 -2.0610 -6.6305
H 1.3108 0.1289 -7.7642
H 1.2336 2.2213 -6.4580
C -5.0323 0.0636 -2.9440
C -4.5047 -0.8312 -1.8342
N -4.3701 -0.1313 -0.5459
C -5.5873 -0.0512 0.2984
C -6.2785 1.2991 0.1967
C -3.2499 0.4374 -0.1513
S -1.9155 0.4987 -1.2883
N -3.2697 1.0004 1.0736
C -2.2464 1.4549 1.7343
O -0.9845 1.3525 1.3915
C -2.5066 2.1267 3.0204
C -1.4686 2.3604 3.9217
C -1.7210 2.9833 5.1308
C -3.0114 3.3900 5.4436
C -4.0510 3.1608 4.5514
C -3.8038 2.5241 3.3488
H -5.0637 -0.4982 -3.8771
H -4.3877 0.9310 -3.0884
H -6.0420 0.4122 -2.7332
H -3.5340 -1.2445 -2.0980
H -5.1766 -1.6697 -1.6591
H -5.3025 -0.2675 1.3245
H -6.2439 -0.8474 -0.0450
H -5.6191 2.1004 0.5254
H -7.1632 1.2991 0.8332
H -6.6010 1.5106 -0.8215
H -0.4692 2.0243 3.6854
H -0.9173 3.1496 5.8353
H -3.2078 3.8807 6.3874
H -5.0555 3.4753 4.7986
H -4.6091 2.3303 2.6553
*
```

Values from the calculation:
HOMO ... -13.870 eV
LUMO energy ... -6.753 eV
Energy ... -2105.21798 Ha
Gap between HOMO and LUMO ... 7.12 eV

Löwdin atomic charge list, values in e, 2 entries: atom 1 (Al): 0.10, atom 2 (N): 0.16

Copy entry 5 word for word.
A molecular structure, C26H26AlN7OS, computed with ωB97M-V with the def2-TZVPD basis set.

The geometry in ORCA input format:
```
! RIJCOSX wB97M-V def2-TZVPD def2/J DEFGRID3
* xyz 2 1
Al -0.0575 0.7671 0.0019
N 1.0212 2.3458 -3.7960
C 0.8752 2.3011 -2.4894
N 0.8463 1.1885 -1.7895
C 0.9504 -0.0511 -2.4708
N 1.0020 -1.1545 -1.7978
N 0.9883 -0.8262 -0.4526
C 1.9482 -1.1980 0.2942
C 2.1583 -0.3443 1.4708
C 3.0310 -0.6323 2.4969
C 3.2522 0.3422 3.4661
C 2.5974 1.5557 3.3605
C 1.7184 1.7609 2.3065
N 1.5064 0.8377 1.3712
C 1.0262 -0.0457 -3.9218
C 1.0699 -1.2230 -4.6722
C 1.1680 -1.1530 -6.0451
C 1.2294 0.0857 -6.6867
C 1.1878 1.2600 -5.9618
C 1.0839 1.1812 -4.5803
H 1.0588 3.2471 -4.2522
H 0.7726 3.2490 -1.9754
H 2.6629 -1.9528 -0.0197
H 3.5300 -1.5909 2.5357
H 3.9329 0.1526 4.2850
H 2.7565 2.3444 4.0819
H 1.1671 2.6864 2.2094
H 1.0287 -2.1746 -4.1613
H 1.2027 -2.0610 -6.6305
H 1.3108 0.1289 -7.7642
H 1.2336 2.2213 -6.4580
C -5.0323 0.0636 -2.9440
C -4.5047 -0.8312 -1.8342
N -4.3701 -0.1313 -0.5459
C -5.5873 -0.0512 0.2984
C -6.2785 1.2991 0.1967
C -3.2499 0.4374 -0.1513
S -1.9155 0.4987 -1.2883
N -3.2697 1.0004 1.0736
C -2.2464 1.4549 1.7343
O -0.9845 1.3525 1.3915
C -2.5066 2.1267 3.0204
C -1.4686 2.3604 3.9217
C -1.7210 2.9833 5.1308
C -3.0114 3.3900 5.4436
C -4.0510 3.1608 4.5514
C -3.8038 2.5241 3.3488
H -5.0637 -0.4982 -3.8771
H -4.3877 0.9310 -3.0884
H -6.0420 0.4122 -2.7332
H -3.5340 -1.2445 -2.0980
H -5.1766 -1.6697 -1.6591
H -5.3025 -0.2675 1.3245
H -6.2439 -0.8474 -0.0450
H -5.6191 2.1004 0.5254
H -7.1632 1.2991 0.8332
H -6.6010 1.5106 -0.8215
H -0.4692 2.0243 3.6854
H -0.9173 3.1496 5.8353
H -3.2078 3.8807 6.3874
H -5.0555 3.4753 4.7986
H -4.6091 2.3303 2.6553
*
```

Values from the calculation:
HOMO ... -13.870 eV
LUMO energy ... -6.753 eV
Energy ... -2105.21798 Ha
Gap between HOMO and LUMO ... 7.12 eV

Löwdin atomic charge list, values in e, 2 entries: atom 1 (Al): 0.10, atom 2 (N): 0.16

- Which of these has the highest energy?
  C3H10N2